{"formula": "C31H54Cl2O3P2Ru", "method": "ωB97M-V/def2-TZVPD", "total_charge": -1, "e_homo_ev": [-3.30, -5.18], "multiplicity": 6, "e_tot_ha": -3137.26398, "fmax_ev_per_a": 3.3, "mol_weight_g_mol": 708.69, "lumo_energy_ha": [0.093, 0.070], "s_squared": 8.796, "symbols": ["P", "C", "C", "C", "C", "C", "C", "C", "C", "C", "C", "C", "C", "C", "C", "C", "C", "C", "C", "H", "H", "H", "H", "H", "H", "H", "H", "H", "H", "H", "H", "H", "H", "H", "H", "H", "H", "H", "H", "H", "H", "H", "H", "H", "H", "H", "H", "H", "H", "H", "H", "H", "Ru", "Cl", "Cl", "C", "H", "C", "C", "C", "C", "C", "C", "H", "H", "H", "H", "H", "C", "C", "O", "P", "O", "C", "C", "O", "C", "C", "H", "H", "H", "H", "H", "H", "H", "H", "H", "H", "H", "H", "H", "H", "H"], "xyz": [[0.1490, -0.8837, -2.2079], [1.7449, -0.2661, -2.9919], [2.0581, -0.6117, -4.4584], [3.4869, -0.1762, -4.8219], [3.6951, 1.3224, -4.5689], [3.3546, 1.6901, -3.1189], [1.9318, 1.2436, -2.7527], [-1.2777, 0.0188, -3.0277], [-1.2759, 0.2016, -4.5529], [-2.6178, 0.7738, -5.0372], [-2.9380, 2.1007, -4.3365], [-2.9148, 1.9416, -2.8105], [-1.5780, 1.3594, -2.3279], [0.0041, -2.5828, -2.9852], [1.1927, -3.4519, -2.5307], [1.1062, -4.8763, -3.0965], [-0.2183, -5.5463, -2.7127], [-1.4099, -4.6902, -3.1573], [-1.3195, -3.2644, -2.5930], [2.5029, -0.7745, -2.3738], [1.3486, -0.1041, -5.1209], [1.9453, -1.6863, -4.6374], [3.6972, -0.4187, -5.8711], [4.2015, -0.7490, -4.2131], [4.7278, 1.6090, -4.8025], [3.0453, 1.8945, -5.2472], [4.0685, 1.1988, -2.4425], [3.4611, 2.7710, -2.9646], [1.7087, 1.4911, -1.7078], [1.2148, 1.7980, -3.3730], [-2.1208, -0.6459, -2.7795], [-3.4151, 0.0476, -4.8223], [-1.0657, -0.7483, -5.0580], [-0.4744, 0.8979, -4.8314], [-2.5980, 0.9122, -6.1255], [-3.9136, 2.4791, -4.6655], [-2.1902, 2.8511, -4.6316], [-3.1024, 2.9071, -2.3244], [-3.7285, 1.2676, -2.5052], [-1.5909, 1.2146, -1.2416], [-0.7757, 2.0768, -2.5424], [0.0339, -2.4952, -4.0812], [2.1410, -2.9920, -2.8308], [1.1964, -3.4926, -1.4320], [1.1868, -4.8339, -4.1924], [1.9547, -5.4721, -2.7381], [-0.2538, -5.6751, -1.6214], [-0.2822, -6.5484, -3.1542], [-2.3528, -5.1547, -2.8436], [-1.4293, -4.6405, -4.2557], [-2.1736, -2.6786, -2.9503], [-1.3922, -3.2966, -1.4966], [0.0307, 0.1350, 2.2348], [-1.9949, -0.5447, 1.3943], [2.2531, 0.1743, 1.6681], [-0.3098, 1.6322, 3.2384], [-0.5700, 1.5982, 4.3005], [-0.3969, 2.9508, 2.6323], [-1.1022, 3.9725, 3.3030], [-1.2467, 5.2320, 2.7315], [-0.6805, 5.5029, 1.4835], [0.0370, 4.5073, 0.8134], [0.1817, 3.2468, 1.3792], [-1.5444, 3.7573, 4.2729], [-1.7980, 6.0060, 3.2584], [0.4931, 4.7213, -0.1490], [0.7755, 2.4878, 0.8747], [-0.7889, 6.4881, 1.0390], [-3.3589, -0.8756, 5.9333], [-2.3863, -0.7791, 4.7602], [-1.3908, -1.7776, 4.8544], [0.2040, -1.2242, 4.4749], [0.4355, -2.0403, 5.9832], [-0.0361, -1.3910, 7.1681], [0.0312, 0.1457, 7.2687], [1.8093, -0.8031, 4.0590], [2.5882, -0.2462, 5.0921], [2.5422, 1.2807, 5.0667], [-3.7975, -1.8934, 5.9911], [-4.1771, -0.1371, 5.7991], [-2.8609, -0.6335, 6.8918], [-2.9678, -0.9461, 3.8362], [-2.0083, 0.2423, 4.7711], [-1.0608, -1.7403, 7.3795], [0.5823, -1.7701, 8.0086], [-0.5648, 0.6464, 6.4875], [-0.3856, 0.4559, 8.2503], [1.0670, 0.5236, 7.2571], [2.3908, -0.6816, 6.0840], [3.6396, -0.5390, 4.8881], [1.5267, 1.6546, 5.2878], [3.2404, 1.6885, 5.8272], [2.8519, 1.6586, 4.0697]], "forces_ev_per_angstrom": [[0.0123, 0.0478, -0.1134], [-0.0882, -0.0195, -0.0598], [0.0984, 0.0610, 0.1006], [-0.0931, 0.0523, 0.0145], [-0.0313, -0.0620, 0.0850], [-0.0680, -0.0662, -0.0365], [0.0650, -0.0813, 0.0030], [0.0667, 0.0033, -0.0228], [-0.1087, 0.0223, 0.0924], [0.0844, 0.0444, 0.0618], [0.0118, -0.0973, 0.0623], [0.0940, -0.0249, -0.0411], [-0.0501, -0.0798, -0.0005], [0.0181, 0.0646, 0.0316], [-0.1049, -0.0279, -0.0460], [-0.0645, 0.0606, 0.0773], [0.0068, 0.0855, -0.0332], [0.0718, 0.0583, 0.0742], [0.0927, -0.0551, -0.0242], [-0.0790, 0.0788, -0.0276], [0.0800, -0.0452, 0.0404], [0.0254, 0.1137, 0.0031], [-0.0105, 0.0307, 0.1098], [-0.0828, 0.0721, -0.0586], [-0.1158, -0.0339, 0.0221], [0.0559, -0.0680, 0.0669], [-0.1060, 0.0663, -0.0727], [-0.0087, -0.1389, -0.0162], [0.0480, -0.0521, -0.0930], [0.0678, -0.0398, 0.0268], [0.0798, 0.1053, 0.0041], [0.0861, 0.0836, -0.0114], [-0.0179, 0.0838, 0.0303], [-0.0840, -0.0433, 0.0179], [-0.0087, -0.0137, 0.1106], [0.1096, -0.0407, 0.0274], [-0.0669, -0.0847, 0.0293], [0.0306, -0.1434, -0.0560], [0.1083, 0.0811, -0.0269], [-0.0214, 0.0127, -0.1162], [-0.0804, -0.0459, 0.0135], [-0.0154, -0.0546, 0.0709], [-0.0965, -0.0621, 0.0474], [0.0028, 0.0116, -0.1200], [-0.0169, -0.0066, 0.0991], [-0.1084, 0.0662, -0.0422], [0.0047, 0.0335, -0.1385], [0.0080, 0.1103, 0.0503], [0.1194, 0.0500, -0.0346], [0.0122, -0.0119, 0.1028], [0.0976, -0.0920, 0.0486], [-0.0048, 0.0235, -0.1150], [0.5641, -2.5449, -0.3699], [-0.4355, 0.1841, -0.2192], [0.5936, 0.8536, -1.3861], [-0.5213, 3.1806, 0.6351], [-0.0921, -0.2771, -0.4085], [0.1971, -0.9892, 0.3456], [-0.0433, 0.5094, -0.1109], [0.2120, -0.3942, 0.0206], [0.0229, 0.0776, -0.1090], [-0.1370, -0.1390, 0.3384], [-0.0077, 0.3748, -0.2890], [0.0290, 0.0206, -0.1223], [0.0480, -0.0824, -0.0492], [-0.0401, -0.0220, 0.0828], [-0.0989, 0.1072, 0.0405], [-0.0016, -0.1028, 0.0411], [-0.2860, -0.0745, 0.3361], [-1.4176, -0.7816, -0.2195], [-1.5675, 1.2854, -0.7163], [-1.2556, -1.5680, 0.7739], [2.6010, 1.3681, 0.0143], [0.1320, -0.3564, 0.5976], [-0.1230, -0.0005, 0.1906], [-0.3691, -0.9045, 2.1934], [1.9233, 0.3273, -0.1052], [0.0314, 0.3123, 0.1353], [0.2292, 0.5615, 0.0602], [0.3437, -0.4112, 0.0152], [-0.2282, -0.2216, -0.3843], [0.2415, 0.3895, 0.2262], [0.2963, -0.0079, -0.3305], [0.2089, 0.2097, -0.2459], [-0.1400, -0.0388, -0.4647], [0.2862, -0.1436, 0.2067], [0.0716, -0.2782, -0.4586], [-0.4514, -0.1766, -0.2095], [-0.3330, 0.1735, -0.3832], [-0.3565, 0.0738, -0.0267], [0.4623, -0.0854, -0.1487], [-0.3369, -0.1768, -0.3079], [-0.2768, -0.2645, 0.5937]]}